No. 1
DFT (the ωB97M-V functional and the def2-TZVPD basis) results for C72H60FGeN2P3RhS2 as an isolated structure.

Positions of all 142 atoms, in Å:
Rh -0.2657 -0.1613 0.5212
Ge -1.6023 -1.8051 3.4561
S 2.2121 1.0993 0.1366
S -0.9073 1.8209 -0.4919
P -2.5162 -0.7037 0.0380
P 0.2565 -2.5109 0.4958
P 0.4680 0.8892 2.6531
F -2.0692 -2.5615 4.9756
N 0.1290 3.6107 -2.1376
N 2.7969 3.0130 -1.5667
C 4.0905 -0.5698 5.0547
C -5.0304 2.2917 -1.1329
C -5.2140 -3.5339 2.4311
C 3.4529 -3.4124 -2.6908
C 1.8439 0.1519 3.5764
C 5.0003 2.1562 -2.2049
C -1.4654 3.0187 -3.9416
C 2.9724 -2.1179 -2.5712
C -1.2107 3.8375 -2.6983
C -2.0902 1.6416 -6.2824
C 1.7764 2.3914 -0.9295
C -4.7793 -2.0483 0.6163
C -2.1429 -5.7985 0.8406
C -3.1048 2.0585 -5.4304
C 2.4778 3.7795 -2.7658
C 6.3907 2.1065 -4.1697
C 4.2165 2.9295 -1.1857
C -3.5555 0.7774 0.0127
C -2.8074 0.2449 4.9326
C -2.7918 2.7387 -4.2649
C -1.1870 -4.1609 -1.1885
C 2.4424 2.8775 2.4051
C -2.4644 -1.3430 -1.6685
C -5.6365 -2.9150 1.2697
C 0.9489 -2.8147 2.1275
C -3.7495 1.4836 1.1998
C -0.4572 2.5941 -4.7950
C 2.9165 4.1476 2.0938
C 2.7382 -3.7438 3.4454
C 5.7786 0.0552 -3.0731
C -2.9852 1.4594 5.5836
C -0.8787 1.1146 3.8145
C 0.6762 4.8404 1.5592
C -4.1934 1.1830 -1.1569
C 2.0128 -1.8254 -1.6125
C -2.4399 -6.0861 -0.4844
C -0.7674 1.9076 -5.9604
C -2.0853 2.4925 5.3804
C -5.2112 3.0007 0.0450
C -3.4883 -1.8102 1.0945
C 1.1840 4.5289 -2.5487
C 0.4456 2.6427 -1.2684
C 4.0697 -0.7653 3.6794
C -3.0867 -2.3532 2.3198
C 5.6763 2.8215 -3.2204
C 1.9928 -3.5429 4.5900
C -1.4198 -1.3335 -3.8545
C 5.0598 0.7686 -2.1298
C 0.2042 3.5801 1.8580
C 2.2150 -3.3805 2.2150
C -0.8972 -3.8594 0.1426
C 2.0417 5.1240 1.6609
C -2.3574 -2.2456 -4.3161
C -1.3643 -4.6970 1.1543
C 1.5240 -2.8126 -0.7676
C -3.3322 -2.7198 -3.4547
C 1.9883 -4.1249 -0.9237
C -4.5703 2.5963 1.2098
C 0.7304 -2.9633 4.5078
C -1.7514 0.0501 4.0390
C 0.1838 -2.5795 3.2813
C 2.9494 -0.4162 2.9457
C -3.3787 -2.2858 -2.1383
C 1.8618 0.3171 4.9625
C -1.9532 -5.2696 -1.4973
C 2.9805 -0.0446 5.6958
C 6.4412 0.7212 -4.0966
C 2.9543 -4.4151 -1.8682
C -1.0318 2.3193 4.4960
C -1.4758 -0.8850 -2.5461
C -3.9709 -3.2277 2.9640
C 1.0846 2.5689 2.2607
H 0.8745 5.0290 -3.4663
H 2.9853 0.0940 6.7658
H 0.5796 2.8068 -4.5819
H 3.7229 -4.1848 3.5027
H 3.3111 -5.4291 -1.9731
H -0.7979 -3.5494 -1.9943
H 1.6008 -0.8221 -1.5705
H 2.8106 -3.5366 1.3255
H 5.8451 -1.0208 -3.0007
H 4.5618 0.2418 -1.3224
H -5.8673 3.8582 0.0607
H -3.8138 1.5861 6.2653
H 5.6754 3.9030 -3.2601
H -3.2757 1.1628 2.1235
H 1.3013 5.2867 -1.7672
H 0.1640 -2.8163 5.4145
H -2.3246 -2.5917 -5.3390
H -4.1174 -2.7199 -1.4840
H 2.4142 3.0778 -3.6047
H -4.1379 1.8633 -5.6816
H -5.8670 -4.2202 2.9504
H 6.9236 2.6301 -4.9492
H -3.5820 3.0767 -3.6116
H -3.6973 -3.6569 3.9139
H -1.2770 4.9108 -2.8834
H -4.0548 -3.4450 -3.7987
H -5.5506 2.5949 -2.0299
H -1.1036 -4.5198 2.1906
H -0.0167 5.6196 1.2774
H -2.1969 3.4271 5.9100
H -2.1605 -5.5026 -2.5314
H 4.2659 2.4803 -0.1939
H 4.5653 3.9639 -1.1242
H 4.9664 -0.8384 5.6253
H 1.0104 0.7434 5.4754
H 2.9484 -0.6181 1.8798
H -4.0488 0.6363 -2.0772
H -6.6291 -3.0909 0.8788
H 2.4031 6.1192 1.4471
H -1.9657 3.5961 -1.9499
H 3.1338 2.1295 2.7723
H -0.3324 3.1311 4.3461
H 4.1968 -3.6495 -3.4365
H -3.4950 -0.5617 5.1422
H 2.3847 -3.8364 5.5531
H -5.1405 -1.5323 -0.2655
H -3.0301 -6.9560 -0.7284
H 4.9231 -1.2002 3.1816
H 3.3250 -1.3395 -3.2330
H 7.0134 0.1640 -4.8229
H -0.8604 3.3953 1.8217
H -4.7313 3.1393 2.1289
H 3.9650 4.3698 2.2219
H -2.3312 1.1232 -7.1982
H -0.6519 -0.9574 -4.5122
H -2.4967 -6.4426 1.6315
H 0.0233 1.5959 -6.6271
H 3.2990 4.4665 -2.9671
H 1.5942 -4.9234 -0.3071
H -0.7321 -0.1690 -2.2216

The value obtained for the molar mass is 1304.86 g mol⁻¹. Its total charge is +3. The expectation value of S² is 6.034. Its multiplicity is 5. The calculation puts the HOMO energy (alpha / beta) at -0.5350 / -0.5642 Eh. The LUMO energy (alpha / beta) comes out at -8.15 / -10.20 eV. As for the orbital gap (alpha / beta): 6.41 / 5.15 eV.

No. 2
DFT (the ωB97M-V functional and the def2-TZVPD basis) results for C72H82F17O10Zn as an isolated structure in a non-equilibrium geometry.

Positions of all 182 atoms, in Å:
Zn -3.4170 -0.7325 0.5200
F -0.4722 1.9899 -0.4452
F 3.4054 0.0586 0.1488
F 5.2495 1.9001 5.9332
F -2.4384 -5.9194 1.5143
F -3.7186 -0.0698 6.1741
F 0.8432 4.1490 6.5488
F -4.4481 -5.2973 1.6676
F -2.8088 -4.0884 2.5404
F -3.7145 1.4990 4.6876
F 1.7852 3.6490 -6.7310
F 1.4515 -4.5162 0.1780
F 2.2107 -0.2971 -6.3524
F -0.6734 1.6428 -2.4937
F -2.3481 5.5190 -2.8698
F -0.1593 -6.8839 6.8296
F 0.9961 0.7219 -1.3747
F -2.0302 0.1950 4.9670
O -2.8176 -0.3555 -4.9904
O -3.1449 1.5877 0.6167
O -3.5920 -4.7025 -1.0602
O -5.4575 -0.3511 3.7610
O -2.3914 -0.4871 -1.4406
O -3.4630 -2.7968 0.0052
O -1.5623 -3.2270 -3.3956
O -5.0635 0.8151 -3.4651
O -3.6512 -0.6685 2.5286
O -0.9619 -0.7300 0.2822
C 4.7318 -3.0379 0.3334
C 3.9576 1.2227 0.1786
C -0.5041 -3.8670 -3.4078
C -1.2560 5.8469 -2.1421
C -0.6802 -4.9434 5.5336
C -1.0675 -1.1329 -6.3585
C 0.0214 3.0505 4.6490
C -0.3207 1.0125 -1.3518
C -1.6023 1.3962 -6.0702
C 5.2204 3.6739 0.3959
C 5.3270 -3.8531 1.2889
C -4.5308 2.9692 2.1075
C -0.2759 7.3654 -0.4543
C 0.1266 4.1549 2.5616
C -0.2788 3.0301 3.2691
C -4.7364 1.9802 -3.6929
C 4.6368 -4.9668 1.8205
C -1.6361 -3.0329 6.5989
C -6.2901 -0.9130 4.7603
C -3.3690 0.2449 4.9409
C -0.7302 -5.6791 6.7371
C 2.3339 2.9902 -4.4883
C -7.6864 -0.8192 4.0781
C 4.9072 -2.2308 -4.8426
C -0.0103 -1.3405 2.3420
C -4.0014 2.7425 -2.6543
C -3.4708 2.7375 1.0263
C -0.0964 5.1023 -2.1366
C 0.9690 5.1740 3.1179
C -0.3912 -5.1145 -4.1800
C -1.8825 -0.0426 -5.6794
C 2.6946 3.2885 -5.8278
C -3.0711 -5.9627 -1.5484
C 5.9537 2.5807 -0.0144
C -2.9629 -4.1123 0.0918
C 2.9373 -0.4472 -4.0969
C 4.7634 -1.9585 -3.4880
C 3.3292 -5.1447 1.4341
C 4.6095 1.0945 5.0185
C 3.8725 3.5167 0.7204
C 5.2451 -0.0814 4.6927
C -5.1275 2.7079 -5.0031
C 0.8216 -3.4268 -2.8193
C 3.2200 2.2984 0.5960
C -3.2046 -4.8267 1.4713
C -1.1890 -5.0234 7.8796
C 0.2987 -1.0433 0.8394
C 5.0206 3.1654 -5.1349
C 2.8428 0.6786 3.4293
C -2.8757 4.0069 0.4142
C 3.4524 -0.5676 3.1818
C 4.0441 3.3811 -6.1271
C 1.1146 5.1932 4.4443
C 0.5790 4.1625 5.2241
C 3.3098 2.8001 -3.5368
C -1.3294 7.0055 -1.3314
C 2.7322 -4.3491 0.4688
C -4.0896 -0.7333 3.8464
C 4.6543 2.9156 -3.8551
C -1.6822 -3.7332 7.8326
C 4.6564 -0.8576 3.7166
C 3.4260 1.5336 4.3873
C 5.3010 1.3708 -0.1439
C -1.0497 -0.3478 -1.1023
C 4.0790 -1.7084 -5.7899
C -1.1151 -3.6210 5.4872
C 3.4049 -3.2773 -0.0459
C 0.8802 6.5515 -0.4646
C 3.0435 -0.8087 -5.4312
C 3.7896 -1.0027 -3.1405
C 0.9681 5.4454 -1.3058
C -3.8070 -6.3188 -2.8835
H 3.3731 4.4058 1.0759
H 5.3248 2.6981 -3.0369
H 6.1808 -0.3157 5.1785
H -2.0175 -5.8789 -1.8149
H 2.1686 2.1285 0.7749
H 2.9789 2.5723 -2.5343
H -0.0938 -1.2126 -5.8751
H 0.0427 -5.8065 -3.4582
H 0.8709 -1.5196 2.9579
H 0.6681 -2.6663 -2.0538
H -2.2188 3.9009 -0.4492
H -2.1673 7.6852 -1.3802
H 5.2015 -1.7644 3.5000
H -4.7901 3.2433 -2.0928
H 1.4634 5.9347 2.5319
H -1.9448 -1.9996 6.6570
H 1.9633 0.9729 2.8758
H 7.0267 2.6087 -0.1340
H 1.4246 -3.1246 -3.6756
H 3.0932 2.5206 4.6725
H 5.7221 -2.9086 -5.0500
H 1.0165 -0.2245 0.8884
H 2.8300 -5.9500 1.9525
H 3.0179 -2.6220 -0.8122
H -8.0563 0.2046 4.1338
H 0.0327 4.3736 -2.9232
H -0.2221 -5.4422 4.6923
H -5.2833 3.6086 1.6459
H 5.2741 -2.1711 -0.0143
H 1.6356 6.0445 4.8569
H -0.2578 8.2942 0.0966
H 4.2763 3.6438 -7.1486
H -0.3551 2.2139 5.2189
H -4.9014 2.0017 2.4460
H -0.4555 -0.3992 2.6645
H -3.4801 -7.3063 -3.2094
H 1.2957 2.8131 -4.2489
H -4.8802 -6.4821 -2.7851
H -1.3904 -5.4688 -4.4334
H -4.3797 2.6654 -5.7950
H -2.2092 1.7177 -6.9166
H 1.7258 6.7434 0.1792
H -5.2137 3.7819 -4.8384
H 4.1805 -1.9750 -6.8316
H -0.8920 -1.0029 -7.4264
H 1.8983 4.9001 -1.3685
H -0.8133 2.2369 2.7677
H 5.1186 -5.6270 2.5264
H 3.0075 -1.3016 2.5262
H 5.8875 0.5233 -0.4666
H 6.0542 3.1907 -5.4470
H -1.6180 -2.0705 -6.2812
H -3.6684 4.6530 0.0368
H -1.1308 -3.0734 4.5564
H 6.2972 -3.5957 1.6873
H 0.8460 -1.8714 0.3890
H -3.9385 -1.7878 4.0773
H -4.1178 3.5118 2.9579
H -8.3607 -1.4527 4.6544
H -6.0980 2.4759 -5.4416
H -2.0106 -3.2295 8.7298
H 1.2903 -4.2810 -2.3306
H -3.2181 3.3631 -3.0896
H -3.4685 -5.6371 -3.6638
H -3.1829 -6.8175 -0.8813
H -0.5687 1.5359 -6.3868
H -1.7079 2.0070 -5.1736
H -2.2919 4.5501 1.1573
H -6.2968 -0.4129 5.7288
H 2.1213 0.1852 -3.7799
H -0.1738 4.1243 1.5247
H -7.5356 -1.1709 3.0574
H -1.8870 -4.1776 -0.0700
H -6.0969 -1.9726 4.9278
H 0.3029 -4.9138 -4.9962
H -3.4450 2.0635 -2.0081
H 3.7478 -0.6710 -2.1135
H -1.0042 -5.5217 8.8198
H -0.7052 -2.1710 2.4663
H -0.4577 -1.1114 -1.6069
H 5.4405 -2.3164 -2.7265
H 5.6418 4.6595 0.5280

The value obtained for the molar mass is 1495.79 g mol⁻¹. The expectation value of S² is 0.756. Its multiplicity is 2. The calculation puts the HOMO energy (alpha / beta) at -0.3227 / -0.3222 Eh. The LUMO energy (alpha / beta) comes out at 0.33 / -3.46 eV. As for the orbital gap (alpha / beta): 9.11 / 5.30 eV.

No. 3
DFT (the ωB97M-V functional and the def2-TZVPD basis) results for a 14-piece molecular cluster, C72H84Cl8N12 overall in a non-equilibrium geometry.

Positions of all 176 atoms, in Å:
Cl 6.9239 1.3733 -6.7452
Cl 2.9340 1.2753 8.7057
Cl -5.2965 4.3350 -3.3515
Cl -3.3799 -5.5073 -3.6387
Cl 2.9962 -9.8762 2.4052
Cl 3.5231 6.6333 -9.0286
Cl 2.1613 0.8553 -12.0423
Cl 7.3669 -4.1263 8.0398
N 0.2653 0.6749 -3.9464
N -1.3589 10.2316 -4.2725
N -6.6236 -6.9971 9.6355
N 7.2001 -4.6609 -1.4802
N -0.8540 -4.0438 13.7012
N 1.4630 10.6759 -18.3393
N -1.5602 5.3629 -14.8680
N 1.4183 -2.8315 2.1291
N 3.4123 12.1424 0.5352
N -1.0342 -10.9973 8.1024
N 3.3304 -4.7202 -7.3692
N -6.8355 -4.3368 17.1066
C 0.2447 8.5487 -18.3132
C 5.2575 -5.5946 -2.5298
C -0.1561 10.7689 -4.6363
C 0.5760 -3.9862 13.2918
C 5.3964 -4.5783 -6.2229
C -0.4520 -0.7480 -2.1017
C -1.1873 6.4591 -14.2027
C -0.9019 10.6607 -2.0436
C 4.6924 -4.5375 -7.4035
C -4.8041 -3.1830 16.5864
C -3.2773 -9.5120 8.7945
C -3.3742 -4.0827 14.8143
C -2.2955 -11.3587 7.6984
C -6.7919 -8.3480 9.5914
C -0.4107 7.4050 -14.8717
C 4.7572 -4.7789 -4.9761
C -0.3349 6.0279 -16.8401
C -0.1269 1.3331 -5.2210
C 1.8972 -0.9026 0.6689
C 6.1361 -5.5059 -1.4525
C 2.5869 11.1014 0.8551
C -2.3743 4.3088 -14.2427
C -4.3620 -7.2372 8.9734
C -5.6855 -9.2134 9.3868
C 1.3879 11.5183 -1.2769
C 0.1295 -11.9319 7.9810
C -2.2152 9.6926 -5.3712
C 0.5874 -2.7567 -0.0726
C 1.8013 0.0338 -2.2521
C 0.8577 -0.7748 -1.6323
C -0.8481 -9.8993 8.8511
C 2.2176 12.6365 -1.4610
C -5.4474 -6.4139 9.2374
C -4.5578 -4.0728 15.5996
C 5.5170 -4.8038 -3.6731
C 1.5857 -3.5040 3.4691
C -1.8355 10.2445 -3.0008
C 2.5774 -4.5200 -8.6770
C -2.0099 -9.1397 9.2230
C 1.5017 0.7866 -3.4330
C -6.5941 -5.2300 16.1550
C 2.6556 -5.0242 -6.1884
C -4.4645 -8.6056 9.0640
C -2.8856 -2.9220 14.2099
C 1.5860 10.7449 -0.1030
C -2.6177 -5.2439 14.8391
C 7.5047 -3.8902 -2.5490
C -1.3567 -5.1936 14.2241
C 3.3680 -5.0799 -4.9922
C 0.6310 8.3301 -16.9523
C 4.3325 12.5500 1.5992
C -1.0965 5.1307 -16.1209
C -5.5063 -5.0204 15.3072
C -3.4528 -10.6661 7.9998
C -7.7158 -6.1003 9.9561
C 1.8131 10.4965 -17.0364
C 1.9609 -1.5796 1.9023
C 0.7640 -3.4439 1.1168
C -7.8757 -4.5352 17.9891
C 7.9798 -4.4515 -0.2252
C 0.0554 7.1924 -16.1700
C -0.7221 -0.0444 -3.3414
C 6.6521 -3.9883 -3.6063
C 1.9185 11.8514 -19.1226
C 0.7248 11.1685 -3.6666
C -5.9321 -3.3722 17.3199
C 0.6240 9.7604 -18.9660
C 1.3942 9.3572 -16.3307
C 3.3023 12.8648 -0.5712
C 0.4274 11.0949 -2.2922
C -1.6147 -2.9247 13.6287
C 1.1636 -1.4988 -0.3677
H 2.4637 -1.1658 2.7640
H 5.9829 -6.0861 -0.5545
H -0.4362 7.8802 -18.8191
H 0.7989 -3.0461 12.7872
H -1.9156 -8.1913 9.7311
H -5.3368 -5.7554 14.5342
H -1.2732 10.4538 -1.0508
H -1.5455 6.6300 -13.1983
H -6.1230 -2.7327 18.1690
H 2.7892 0.1263 -1.8256
H -2.7381 8.8362 -4.9455
H 0.7578 -11.5980 7.1552
H 2.1681 13.3171 -2.2982
H -4.4568 -10.9976 7.7795
H 2.0996 1.4850 -3.9997
H 1.7977 9.1798 -15.3447
H 0.3828 9.8855 -20.0113
H 8.2433 -3.1347 -2.3252
H 7.1925 -3.9933 0.3735
H -1.8495 3.3544 -14.2015
H 0.5609 -12.1235 8.9635
H -7.3297 -6.0135 16.0483
H 2.1655 -2.8897 4.1581
H -8.0157 -5.5649 9.0553
H 1.9455 -4.5267 3.3571
H 8.2906 -5.3698 0.2731
H -1.6789 0.0465 -3.8340
H -0.7766 2.1788 -4.9956
H 2.5009 11.5683 -19.9994
H 3.6883 12.7369 2.4584
H -7.7241 -8.7857 9.9167
H 2.8157 -5.3745 -4.1122
H -7.6996 -5.4684 18.5241
H 1.2304 -4.1101 14.1547
H -3.4852 -6.9895 8.3934
H 0.0569 10.8143 -5.6941
H 8.8170 -3.8167 -0.5156
H -0.6767 -6.0143 14.3986
H -0.5429 0.5813 -5.8918
H -2.8107 9.8640 -2.7351
H -0.1000 5.7794 -17.8646
H -2.3210 -12.3559 7.2845
H -2.9009 10.4419 -5.7667
H -7.3625 -5.4103 10.7225
H -0.1825 -12.9350 7.6902
H 0.5553 -3.5721 3.8181
H 0.7813 1.6909 -5.7060
H 0.8146 10.0284 0.1381
H -3.2111 4.1814 -14.9294
H -1.1894 -1.2819 -1.5209
H 3.8954 13.7673 -0.5804
H 6.8637 -3.2887 -4.4014
H 5.0114 11.7134 1.7646
H 5.0951 -4.2931 -8.3753
H -7.9584 -3.6969 18.6809
H -8.8530 -4.6174 17.5135
H -4.0076 -2.5216 16.8939
H 2.7626 10.6654 1.8274
H 1.6041 -5.2311 -6.3222
H 3.2829 -4.0574 -9.3672
H 2.4502 11.2564 -16.6085
H -5.7221 -10.2918 9.4329
H -0.0186 -3.2081 -0.8443
H -0.0155 8.2427 -14.3163
H 2.4338 12.5832 -18.5006
H -5.4631 -5.3522 9.0402
H -8.5971 -6.6571 10.2743
H 1.0657 12.3477 -19.5857
H -1.2231 -1.9747 13.2962
H -1.4247 4.1903 -16.5383
H 4.4112 -6.2653 -2.5491
H 0.4135 -4.4292 1.3865
H -2.8174 -6.0642 15.5126
H 1.7139 11.4352 -4.0084
H -3.5580 -2.0776 14.2457
H 0.1544 -9.8310 9.2468
H 1.6580 -3.9810 -8.4481
H 6.4594 -4.4005 -6.2927
H 4.8135 13.4949 1.3463
H 0.6386 -4.8700 12.6570
H -2.6873 4.6317 -13.2498
H 2.3976 0.0367 0.4856
H -1.7030 9.1821 -6.1868
H 2.3717 -5.5269 -9.0402

The value obtained for the molar mass is 1401.17 g mol⁻¹. Its total charge is +4. The calculation puts the HOMO energy at -0.3494 Eh. The LUMO energy comes out at -8.85 eV. Its energy above the lowest of the compared OMol25 structures with the same formula, charge and spin is 0.00 kJ/mol. As for the orbital gap: 0.66 eV.